1.
DFT (wB97M-V/def2-TZVPD) results for C12H19BN2O6S as an isolated structure.

Each line ends with the Löwdin charge.
Atoms and positions in Å:
C1 3.24141 -1.43204 2.08489  -0.113
C2 3.44763 -1.64836 0.53585  -0.241
C3 2.12872 -2.27525 -0.07127  -0.174
C4 1.39914 -1.31013 -1.09526  -0.180
N1 0.05496 -0.92900 -0.59910  0.024
C5 -0.05444 0.47823 -0.23450  -0.436
C6 -0.37105 1.32582 -1.53026  0.041
B1 0.79790 2.29762 -2.03076  -0.581
O1 1.55419 3.16932 -1.23066  0.122
O2 1.06258 2.31473 -3.40875  0.135
O3 1.11504 0.87117 0.53781  -0.138
S1 0.59279 1.93901 1.68773  0.708
O4 0.59349 1.43051 3.03626  -0.233
O5 1.09248 3.27201 1.61769  -0.207
O6 -1.04041 1.94231 1.31365  -0.128
C7 -1.18058 0.58926 0.83226  -0.267
C8 -2.58688 0.06766 0.51835  -0.125
C9 -3.50650 0.85043 -0.25431  0.019
C10 -4.77586 0.21387 -0.39655  -0.055
C11 -5.00101 -1.04388 0.19761  -0.161
N2 -4.16306 -1.83142 0.90064  0.085
C12 -2.98485 -1.18926 1.01183  -0.104
H1 2.20820 -1.05713 2.23797  0.055
H2 3.93327 -0.63123 2.42986  0.072
H3 3.42678 -2.34401 2.68619  0.073
H4 4.29902 -2.33152 0.32733  0.097
H5 3.65058 -0.64715 0.09957  0.089
H6 2.36271 -3.25338 -0.55322  0.101
H7 1.45250 -2.50095 0.78233  0.101
H8 1.25793 -1.93122 -2.01430  0.120
H9 2.04465 -0.45924 -1.40140  0.115
H10 -0.62261 -1.20122 -1.30226  0.122
H11 -0.56606 0.62409 -2.37240  0.127
H12 -1.28777 1.95068 -1.40843  0.113
H13 2.42950 2.77501 -1.07375  0.116
H14 1.96645 2.64266 -3.55225  0.107
H15 -0.83590 -0.09090 1.64939  0.143
H16 -3.30251 1.83445 -0.69698  0.116
H17 -5.58990 0.71809 -0.94186  0.106
H18 -6.02295 -1.46348 0.07516  0.111
H19 -2.21963 -1.73612 1.60589  0.128

Forces on atoms 1 to 3 (eV/Å):
0.5 0.5 -0.7
-0.8 -0.4 0.7
0.7 0.6 0.0

The HOMO energy is -9.59 eV. Its charge is 0. As for the spin multiplicity: 1. The strongest force on any atom comes out at 0.073 Eh/bohr. For the HOMO-LUMO gap, the calculation gives 9.7 eV.

2.
DFT (wB97M-V/def2-TZVPD) results for a 2-piece molecular cluster, C4H7NO2 overall.

Each line ends with the Löwdin charge.
Atoms and positions in Å:
O1 -2.33089 -1.10974 0.03408  -0.026
N1 -1.30661 -1.42112 -0.83468  0.063
C1 -0.32572 -0.63730 -0.78006  -0.290
C2 1.00030 -0.36102 -1.27923  -0.015
C3 0.38232 0.57006 -0.24890  -0.174
C4 0.27290 0.07797 1.13094  -0.355
O2 -0.47709 0.58431 1.93270  0.009
H1 -3.01405 -1.74103 -0.23201  0.101
H2 0.97924 0.01474 -2.29505  0.119
H3 1.86232 -0.96464 -1.01095  0.117
H4 0.02909 1.56235 -0.51023  0.141
H5 1.29299 2.17955 1.12586  0.082
H6 0.89203 -0.81156 1.35132  0.151
H7 0.74316 2.05743 1.61621  0.077

Forces on atoms 1 to 3 (eV/Å):
-0.4 0.2 -0.2
0.6 -0.2 -0.1
-0.5 -0.2 -1.1

The HOMO energy is -9.78 eV. Its charge is 0. As for the spin multiplicity: 1. The calculation puts the energy above the lowest of the compared OMol25 structures with the same formula, charge and spin at 590.8 kJ/mol. The strongest force on any atom comes out at 0.024 Eh/bohr. As for the SMILES: O=C[C@H]1C/C1=N/O.[H][H]. For the HOMO-LUMO gap, the calculation gives 10.3 eV.

3.
DFT (wB97M-V/def2-TZVPD) results for a 2-piece molecular cluster, C6H12O2 overall.

Each line ends with the Löwdin charge.
Atoms and positions in Å:
C1 -0.76208 0.04845 -1.86200  -0.398
C2 0.39155 0.94450 -2.27637  -0.048
C3 -1.47397 0.55784 -0.57238  -0.199
O1 -0.31799 -1.28999 -1.67434  -0.054
O2 -1.60850 1.75286 -0.32374  0.043
H1 0.20153 -1.54533 -2.45577  0.101
H2 -1.53291 0.03306 -2.63904  0.145
H3 -2.11023 -0.20771 -0.09792  0.132
H4 0.06388 1.98023 -2.40643  0.087
H5 0.82868 0.59961 -3.21945  0.081
H6 1.19313 0.91741 -1.53035  0.084
C4 0.57702 -1.51932 1.83518  -0.117
C5 0.56886 -0.02990 1.73336  -0.250
C6 0.57520 0.79376 2.78590  -0.004
H7 0.57514 0.38814 0.69948  0.074
H8 0.91468 -1.95547 0.89012  0.062
H9 -0.42942 -1.89325 2.04590  0.078
H10 1.26183 -1.86390 2.61575  0.074
H11 0.54027 0.41810 3.80350  0.057
H12 0.54334 1.87091 2.64858  0.052

Forces on atoms 1 to 3 (eV/Å):
0.6 0.3 0.5
0.1 0.2 -0.1
-1.1 1.7 -1.4

The HOMO energy is -9.47 eV. Its charge is 0. As for the spin multiplicity: 1. The calculation puts the energy above the lowest of the compared OMol25 structures with the same formula, charge and spin at 228.9 kJ/mol. The strongest force on any atom comes out at 0.048 Eh/bohr. As for the SMILES: C[C@@H](O)C=O.C=CC. For the HOMO-LUMO gap, the calculation gives 10.0 eV.

4.
DFT (wB97M-V/def2-TZVPD) results for C30H24FeNOP2S3 as an isolated structure.

Each line ends with the Mulliken spin population.
Atoms and positions in Å:
Fe1 -1.10987 -0.19811 1.14494  3.758
S1 1.83878 0.15326 1.78140  0.043
P1 0.96896 1.81022 1.05164  -0.124
C1 -0.42192 1.47838 0.17920  0.243
P2 -1.92483 2.29821 0.21400  -0.057
S2 -3.26873 1.01437 1.08806  0.092
C2 -2.46134 2.43745 -1.55287  0.075
C3 -3.50181 3.29967 -1.89041  -0.010
C4 -3.93243 3.40624 -3.20533  -0.014
C5 -3.32075 2.65475 -4.20209  -0.008
C6 -2.27514 1.80172 -3.87449  0.003
C7 -1.84695 1.69678 -2.55644  0.003
C8 -2.06790 3.93223 0.82206  0.168
C9 -2.82236 4.30103 1.97345  0.037
C10 -2.87118 5.59472 2.41736  0.009
C11 -2.15161 6.63491 1.74883  0.375
C12 -1.41241 6.28440 0.60638  -0.131
C13 -1.35199 4.99124 0.14361  0.227
C14 2.22904 2.70203 0.04766  0.013
C15 1.86337 3.22067 -1.18733  0.008
C16 2.78683 3.91632 -1.96099  -0.003
C17 4.08226 4.09682 -1.50041  -0.001
C18 4.45662 3.57410 -0.26612  0.002
C19 3.53428 2.87778 0.50019  0.004
C20 0.69801 2.98619 2.43270  -0.015
C21 0.99520 4.34161 2.35743  0.023
C22 0.65232 5.19625 3.40009  -0.001
C23 0.00962 4.70001 4.52168  -0.025
C24 -0.29557 3.34565 4.60117  -0.002
C25 0.04674 2.49437 3.56365  0.007
H1 -3.95607 3.89640 -1.10711  0.005
H2 -4.74061 4.08472 -3.45560  0.001
H3 -3.65216 2.74126 -5.23141  0.000
H4 -1.78926 1.21757 -4.64855  -0.001
H5 -1.02484 1.04681 -2.27655  -0.004
H6 -3.36230 3.52401 2.50399  0.014
H7 -3.44965 5.82603 3.30721  0.028
H8 -2.17855 7.65696 2.10713  0.075
H9 -0.85746 7.05393 0.07377  0.000
H10 -0.76375 4.76524 -0.74055  0.070
H11 0.84769 3.05824 -1.53254  -0.004
H12 2.48946 4.31871 -2.92270  0.002
H13 4.80324 4.64055 -2.10110  0.000
H14 5.47058 3.70798 0.09411  0.000
H15 3.81820 2.45006 1.45486  0.003
H16 1.46570 4.74694 1.47064  0.021
H17 0.85269 6.25688 3.31229  0.037
H18 -0.28474 5.37241 5.31967  -0.002
H19 -0.82210 2.95641 5.46528  0.001
H20 -0.19989 1.43835 3.61301  -0.002
O1 -1.09805 -0.99556 3.10094  0.028
N1 -0.27402 -2.01216 3.22608  -0.013
C26 0.39837 -2.12203 4.38965  -0.002
C27 1.24619 -3.16686 4.63964  0.004
C28 1.42460 -4.12737 3.63901  0.002
C29 0.76392 -3.98310 2.44658  0.000
C30 -0.09942 -2.89715 2.19438  0.006
S3 -0.89994 -2.63452 0.71550  0.032
H21 0.20038 -1.31185 5.07396  0.001
H22 1.76945 -3.21224 5.58364  0.001
H23 2.09411 -4.96481 3.79267  0.000
H24 0.89860 -4.68765 1.63837  -0.002

Forces on atoms 1 to 3 (eV/Å):
-0.1 -0.1 0.0
0.1 0.0 0.0
0.0 0.0 0.0

The HOMO energy (alpha / beta) is 1.74 / -1.78 eV. Its charge is -2. As for the spin multiplicity: 6. The calculation puts the energy above the lowest of the compared OMol25 structures with the same formula, charge and spin at 0.0 kJ/mol. The strongest force on any atom comes out at 0.003 Eh/bohr. The expectation value of S² is 8.778. For the HOMO-LUMO gap (alpha / beta), the calculation gives 2.8 / 6.3 eV.

5.
DFT (wB97M-V/def2-TZVPD) results for one molecule with the formula C11H7Cl2N3O3.

Each line ends with the Löwdin charge.
Atoms and positions in Å:
O1 0.13085 -4.27747 -0.03164  0.119
O2 3.73332 0.82556 -0.32104  0.039
Cl1 -1.34302 5.52247 1.99161  0.647
Cl2 -3.32490 3.04341 2.00538  0.733
N1 2.05629 -1.38792 -0.17613  0.232
O3 2.40576 -4.17627 -0.38123  0.115
C1 1.17723 -3.64906 -0.09784  -0.410
C2 2.54569 1.00775 0.00372  -0.478
C3 1.06957 -2.15391 0.09812  -0.196
C4 0.49410 3.74406 1.12054  -0.005
C5 -1.44585 1.65022 0.97653  -0.067
C6 -0.87146 3.86846 1.59559  -0.627
C7 -1.73056 2.82082 1.48720  -0.765
C8 0.88395 2.46314 0.69348  -0.198
C9 -0.09087 1.45910 0.68059  -0.064
N2 2.17825 2.29535 0.24680  0.162
N3 1.68298 -0.01846 0.00460  0.012
C10 -0.02370 -1.36652 0.56191  -0.056
C11 0.29511 0.07046 0.21474  -0.205
H1 3.04589 -3.41716 -0.43657  0.128
H2 1.24090 4.58637 1.16162  0.132
H3 -2.19422 0.86669 0.87777  0.135
H4 2.83338 3.00496 0.59622  0.178
H5 -0.06829 -1.48208 1.63874  0.148
H6 -0.90181 -1.72241 0.03514  0.140
H7 -0.01999 0.18104 -0.78726  0.150

Forces on atoms 1 to 3 (eV/Å):
2.1 0.5 -0.1
-1.3 -0.1 0.7
0.0 -1.0 0.1

The HOMO energy is -9.00 eV. Its charge is 0. As for the spin multiplicity: 1. The calculation puts the energy above the lowest of the compared OMol25 structures with the same formula, charge and spin at 151.4 kJ/mol. The strongest force on any atom comes out at 0.126 Eh/bohr. As for the SMILES: O=C(O)C1=NN2C(=O)Nc3cc(Cl)c(Cl)cc3[C@@H]2C1. For the HOMO-LUMO gap, the calculation gives 8.6 eV.

6.
DFT (wB97M-V/def2-TZVPD) results for a 2-piece molecular cluster, C4H9O2 overall.

Each line ends with the Löwdin charge.
Atoms and positions in Å:
C1 -1.76305 -0.26192 -1.36563  -0.077
C2 -1.06509 0.92939 -2.08642  -0.817
O1 -0.97387 2.01354 -1.46742  -0.112
O2 -0.73288 0.64768 -3.25538  -0.113
H1 -2.58785 -0.03076 -0.68217  0.047
H2 -0.94891 -0.87285 -0.97068  0.043
H3 -2.34393 -0.89314 -2.04908  0.043
C3 1.09875 0.38274 1.02263  -0.160
C4 1.48653 -0.75902 1.99190  -0.171
H4 1.44851 0.10271 0.03332  0.061
H5 0.03338 0.56289 0.88240  0.051
H6 1.52967 1.34657 1.28709  0.058
H7 1.80181 -1.61710 1.39746  0.051
H8 0.67597 -1.05914 2.65256  0.049
H9 2.34095 -0.49159 2.60943  0.045

Forces on atoms 1 to 3 (eV/Å):
-0.7 -0.4 -0.3
-1.2 0.0 -0.2
0.2 -0.3 0.1

The HOMO energy is -3.81 eV. Its charge is -1. As for the spin multiplicity: 1. The calculation puts the energy above the lowest of the compared OMol25 structures with the same formula, charge and spin at 43.5 kJ/mol. The strongest force on any atom comes out at 0.024 Eh/bohr. For the HOMO-LUMO gap, the calculation gives 7.5 eV.

7.
DFT (wB97M-V/def2-TZVPD) results for a 2-piece molecular cluster, C4H13NO3 overall.

Each line ends with the Löwdin charge.
Atoms and positions in Å:
C1 0.07174 -0.63958 0.95538  -0.174
C2 -1.12858 -0.67718 0.03983  -0.437
C3 -2.20911 -1.66383 0.47238  -0.040
O1 -1.80294 0.56675 -0.08355  -0.040
N1 1.11718 0.26684 0.49010  -0.041
C4 1.09600 1.63914 0.84521  -0.254
O2 0.50447 2.41729 -0.25094  -0.093
H1 0.53640 -1.57665 1.16630  0.111
H2 -0.20449 -0.23696 1.93503  0.126
H3 -0.74559 -0.89010 -0.96839  0.134
H4 -3.10600 -1.38628 -0.04797  0.075
H5 -2.21599 -1.69933 1.56043  0.078
H6 -1.90604 -2.69267 0.25387  0.078
H7 -1.25873 1.35660 -0.01199  0.052
H8 1.49473 0.11665 -0.42820  0.074
H9 0.55522 1.86738 1.75810  0.123
H10 2.14070 1.95200 0.82429  0.112
H11 1.01694 3.20968 -0.40157  0.068
H12 2.02731 -1.45661 -2.70666  0.043
H13 1.96684 0.09410 -3.04369  0.045
O3 2.04995 -0.56722 -2.35797  -0.038

Forces on atoms 1 to 3 (eV/Å):
0.3 1.9 0.2
-0.1 0.0 -0.7
1.8 -0.6 0.1

The HOMO energy is -8.56 eV. Its charge is 0. As for the spin multiplicity: 1. The calculation puts the energy above the lowest of the compared OMol25 structures with the same formula, charge and spin at 173.5 kJ/mol. The strongest force on any atom comes out at 0.042 Eh/bohr. As for the SMILES: C[C@@H](O)CNCO.O. For the HOMO-LUMO gap, the calculation gives 9.2 eV.

8.
DFT (wB97M-V/def2-TZVPD) results for one molecule with the formula O3.

Each line ends with the Löwdin charge.
Atoms and positions in Å:
O1 -0.13089 -0.28247 -1.01017  0.054
O2 -0.15039 -0.41488 0.21462  -0.068
O3 0.28127 0.69735 0.79555  0.014

Forces on the atoms, in the same order (eV/Å):
-0.5 -1.4 -0.1
1.6 4.3 0.1
-1.1 -2.9 0.0

The HOMO energy is -12.19 eV. Its charge is 0. As for the spin multiplicity: 1. The calculation puts the energy above the lowest of the compared OMol25 structures with the same formula, charge and spin at 24.8 kJ/mol. The strongest force on any atom comes out at 0.089 Eh/bohr. For the HOMO-LUMO gap, the calculation gives 9.3 eV.